A cluster of 7 separate species, C28H77N7O7 in total. Source: the Open Molecules 2025 dataset; level of theory: ωB97M-V/def2-TZVPD.

Calculated values
E: -2022.677999 Ha
structure (SMILES): COC[C@H](C)N.COC[C@H](C)N.COC[C@H](C)N.COC[C@H](C)N.COC[C@H](C)N.COC[C@H](C)N.COC[C@H](C)N
orbital gap: 0.3322 hartree
energy relative to the best compared isomer or geometry (same formula, charge and spin): 5.2635 eV

Last column: Löwdin charge in e.
Atoms and positions in Å:
C (-4.14135, -6.89395, 0.56717)  -0.11
C (1.74210, -1.59011, 0.46040)  -0.10
C (0.50161, -0.73723, 0.40107)  -0.39
C (7.73883, 12.90466, 1.40432)  -0.12
C (4.38548, 9.41540, 1.12180)  -0.06
H (3.30586, -7.22854, -1.81432)  0.08
C (-9.57437, 1.30061, -0.35872)  -0.21
H (-7.29667, 0.19851, 0.03467)  0.08
H (7.15047, 12.77458, -4.07411)  0.07
H (2.00402, -10.71926, 6.88484)  0.08
H (4.32183, 12.42409, -0.12407)  0.07
O (2.44312, -9.71481, -1.24407)  -0.18
H (-7.24417, -5.32004, -2.32601)  0.08
H (-12.02188, 0.95938, 0.98137)  0.08
C (-6.28771, -4.91653, -2.65837)  -0.07
H (0.82734, -0.49358, -1.85745)  0.12
H (6.26734, 11.15701, 2.55664)  0.13
H (6.27941, 11.58700, -3.34835)  0.07
H (2.12125, -9.72881, -3.29287)  0.12
H (-0.67882, -9.90757, 7.17238)  0.12
H (1.61820, -11.48318, -0.43163)  0.08
H (-0.76574, -8.43792, 7.84591)  0.11
H (-0.49133, 0.47731, -1.26098)  0.11
H (4.83333, 10.10564, -6.48047)  0.11
C (2.63354, -7.03089, -2.64920)  -0.08
C (6.14313, 12.35939, -4.10527)  -0.06
H (6.85893, 11.10978, -5.67977)  0.13
N (5.54026, 12.61354, -6.52401)  0.02
N (0.69754, -7.31980, -1.34857)  0.03
H (-3.20545, -7.25939, 0.98983)  0.10
H (-5.04184, -7.20359, 1.09759)  0.09
H (3.60323, 8.14785, -4.46210)  0.09
H (2.30072, 1.78970, 0.90642)  0.08
C (5.93312, 11.64148, -5.46003)  -0.39
H (0.69710, -10.00412, -2.30615)  0.12
H (2.05326, -7.33778, 5.93325)  0.08
H (4.81066, 11.02548, -0.61273)  0.07
H (-3.76402, -5.32111, -3.40618)  0.07
C (5.96489, 11.38862, 1.53537)  -0.21
H (-9.87790, 1.00267, -1.36231)  0.13
C (-10.61971, 2.30787, 0.12505)  -0.48
N (4.10212, 11.44311, -0.02651)  0.03
H (0.36257, -9.66685, 10.09585)  0.07
H (2.66470, -1.01782, 0.55732)  0.08
H (-10.91018, 3.25058, -1.61571)  0.07
H (5.13533, 7.48966, -4.14278)  0.09
C (-0.01805, -9.05987, 7.35374)  -0.22
H (-9.63023, 0.43141, 0.29662)  0.12
H (3.13091, -7.38677, -3.55147)  0.07
O (-4.15178, -7.38846, -0.73138)  -0.21
H (1.20115, -7.63926, -0.53345)  0.05
H (0.86115, -9.99891, 0.19421)  0.08
H (5.53615, 13.21487, -3.80891)  0.07
C (1.58306, 2.03122, 0.12238)  -0.08
H (5.42854, 12.28541, -7.47266)  0.06
H (-12.34845, 1.33501, -0.78768)  0.08
C (1.22445, -9.27056, 8.31391)  -0.43
H (2.41904, -10.46263, 0.71415)  0.08
C (4.87790, 10.48780, -5.46064)  -0.19
C (0.50721, 0.11718, -1.01331)  -0.19
H (-1.35460, -1.37031, -0.21052)  0.06
H (0.53755, -0.08992, 1.27731)  0.12
H (3.92312, 10.90130, -5.13579)  0.13
C (2.40746, -9.93757, 7.52850)  -0.04
H (-10.33109, 2.52280, 1.15393)  0.14
H (-6.88336, 1.08827, -1.48441)  0.08
H (3.81618, 11.41698, 1.85292)  0.14
H (-0.16520, -7.83451, -1.24444)  0.05
H (-6.22485, -3.83129, -2.73840)  0.08
N (-10.57631, 3.48679, -0.69222)  0.05
H (2.48649, -5.96996, -2.85149)  0.08
N (0.97417, -10.10403, 9.42137)  0.02
H (-4.87699, -7.50688, -2.57347)  0.13
H (1.86862, 3.04855, -0.14517)  0.08
C (1.40257, -7.93315, -2.52607)  -0.40
H (4.61780, 9.01254, 2.10762)  0.07
H (7.97461, 13.93697, 1.14574)  0.09
H (-5.28332, -5.05218, -0.85078)  0.11
C (4.64647, 8.24000, -4.76416)  -0.15
O (1.51095, 1.07418, -0.97651)  -0.20
C (4.55795, 10.94063, 1.21186)  -0.47
C (0.96426, -7.34800, 5.97881)  -0.13
H (6.58640, 10.74804, 0.90968)  0.12
O (6.38203, 12.67122, 1.09415)  -0.18
C (1.63285, -9.44770, -2.35984)  -0.21
N (-0.55765, -1.73340, 0.29260)  0.02
N (-3.85350, -4.94212, -2.47427)  0.05
H (-6.29235, 1.64404, 0.03373)  0.08
H (1.47600, -8.28152, 8.69683)  0.13
O (5.32138, 9.42983, -4.61259)  -0.19
C (-12.00790, 1.69965, 0.18143)  -0.07
H (8.47394, 12.27545, 0.90252)  0.08
H (-9.61159, 3.49417, -0.99111)  0.06
H (0.80969, -7.77345, -3.42666)  0.13
H (0.62153, -6.63385, 6.72757)  0.09
C (-5.10880, -5.41632, -1.86323)  -0.45
H (1.80179, -2.23873, -0.41358)  0.08
H (-12.70261, 2.51056, 0.40029)  0.08
H (0.43874, -6.89675, 5.13721)  0.09
H (-3.07451, -5.41719, -2.04118)  0.06
O (0.27355, -8.53357, 6.11580)  -0.19
H (-6.06656, -7.32194, -1.28437)  0.12
H (8.01312, 12.66044, 2.43059)  0.08
H (3.28095, -10.23356, 8.10944)  0.08
H (-0.29399, -2.62508, -0.10175)  0.07
O (-8.32682, 1.99515, -0.25847)  -0.20
C (-5.10997, -6.95909, -1.66037)  -0.20
H (0.57463, -10.98045, 9.11746)  0.08
H (0.63388, 2.05831, 0.65757)  0.08
H (-6.04807, -5.25515, -3.66633)  0.07
H (5.14132, 8.84345, 0.58357)  0.07
H (4.75459, 13.19059, -6.25972)  0.06
H (4.75544, 7.85309, -5.77733)  0.08
C (1.78832, -10.43769, -0.17448)  -0.09
H (3.40582, 9.12216, 0.74452)  0.08
H (2.77689, -9.10964, 6.92338)  0.05
H (-4.27187, -5.81215, 0.59483)  0.07
C (-7.15764, 1.17327, -0.43292)  -0.08
H (1.80732, -2.24874, 1.32645)  0.08